[1]
{"formula": "C19H26N2", "method": "ωB97M-V/def2-TZVPD", "e_lumo_ev": 0.57, "e_above_lowest_kcal_mol": 1.68, "spin_multiplicity": 1, "smiles": "CCCCCCCCC1=NCCc2c1[nH]c1ccccc21", "symbols": ["C", "C", "C", "C", "C", "C", "C", "H", "H", "C", "C", "N", "C", "H", "C", "C", "C", "N", "C", "C", "C", "C", "C", "C", "H", "H", "H", "H", "H", "H", "H", "H", "H", "H", "H", "H", "H", "H", "H", "H", "H", "H", "H", "H", "H", "H", "H"], "positions_angstrom": [[-1.429945, -2.588755, 1.459527], [-0.726982, -2.987680, 0.167394], [0.361445, -1.991764, -0.240787], [1.647602, -2.148083, 0.569829], [2.600532, -0.951875, 0.497508], [3.251593, -0.708031, -0.868126], [2.458124, 0.163805, -1.844624], [2.940898, 0.087555, -2.823314], [1.445875, -0.224063, -1.945394], [2.412537, 1.651660, -1.465539], [1.473505, 1.970332, -0.340361], [1.928638, 2.522958, 0.713375], [1.035393, 2.863540, 1.794640], [0.661856, 3.876527, 1.591474], [-0.156915, 1.914210, 2.004086], [-0.736577, 1.601043, 0.665832], [0.067920, 1.639143, -0.451224], [-0.662314, 1.275450, -1.558498], [-1.938015, 0.993732, -1.164941], [-3.034186, 0.576618, -1.909221], [-4.210804, 0.334211, -1.234906], [-4.306426, 0.503959, 0.150697], [-3.229875, 0.921830, 0.897035], [-2.021818, 1.174638, 0.242980], [-3.307676, 1.050294, 1.966524], [-5.248802, 0.299350, 0.637137], [-5.080186, 0.004157, -1.784033], [-2.961637, 0.442889, -2.978787], [-0.326757, 1.268444, -2.506154], [0.178621, 0.985672, 2.482208], [-0.892193, 2.380110, 2.661495], [1.646666, 2.913751, 2.699681], [3.407613, 1.994329, -1.180381], [2.093021, 2.226209, -2.341417], [3.440320, -1.674662, -1.343110], [4.221311, -0.230245, -0.709681], [2.077458, -0.052666, 0.817747], [3.400208, -1.132292, 1.220531], [2.172360, -3.049570, 0.242242], [1.383735, -2.290801, 1.620025], [0.584939, -2.134896, -1.299992], [-0.030415, -0.983456, -0.105244], [-1.473505, -3.039864, -0.628891], [-0.288084, -3.982295, 0.276270], [-1.905615, -1.616789, 1.343583], [-0.727262, -2.531512, 2.287264], [-2.196160, -3.317123, 1.715519]], "atomic_forces_ev_per_a": [[0.1, -0.1, -0.2], [0.0, 0.2, 0.0], [0.0, -0.4, 0.1], [-0.1, 0.3, -0.1], [0.1, -0.3, 0.0], [-0.2, 0.1, 0.0], [0.2, 0.0, 0.0], [-0.1, 0.0, 0.0], [0.0, -0.1, -0.1], [-0.1, -0.2, -0.1], [0.5, 0.3, 0.0], [0.5, -0.1, -0.3], [-0.3, 0.0, 0.3], [0.0, 0.0, 0.1], [0.2, 0.0, -0.1], [0.5, 0.1, -0.3], [-0.7, 0.1, 0.9], [0.3, 0.0, -0.3], [-0.3, -0.1, 0.5], [-0.1, 0.0, -0.1], [0.0, 0.0, -0.2], [-0.1, 0.0, 0.2], [0.0, 0.0, -0.1], [0.0, -0.1, -0.5], [0.0, 0.0, 0.1], [-0.1, 0.0, 0.0], [-0.1, 0.0, -0.1], [0.0, 0.0, -0.1], [0.0, 0.0, 0.1], [0.0, 0.0, 0.1], [0.0, 0.0, 0.0], [-0.2, 0.1, 0.0], [0.0, 0.1, 0.0], [0.0, 0.1, 0.0], [0.1, 0.0, 0.0], [0.1, 0.0, -0.1], [0.0, 0.0, 0.2], [0.0, 0.1, 0.1], [0.0, -0.1, 0.1], [0.0, -0.1, 0.1], [0.0, 0.1, -0.1], [0.0, 0.2, -0.1], [0.0, -0.1, 0.0], [0.0, -0.1, -0.1], [-0.1, 0.1, 0.0], [0.0, 0.0, 0.2], [-0.1, 0.0, 0.1]]}

[2]
{"formula": "C19H26N2O3", "method": "ωB97M-V/def2-TZVPD", "e_lumo_ev": -0.07, "e_above_lowest_kcal_mol": 401.02, "spin_multiplicity": 1, "smiles": "CCCCCCCCn1c(=O)c(C(=O)OC)c(N)c2ccccc21", "symbols": ["C", "C", "C", "C", "C", "C", "C", "C", "N", "C", "C", "C", "C", "C", "C", "C", "N", "H", "H", "C", "C", "O", "C", "O", "O", "C", "H", "H", "H", "H", "H", "H", "H", "H", "H", "H", "H", "H", "H", "H", "H", "H", "H", "H", "H", "H", "H", "H", "H", "H"], "positions_angstrom": [[0.632761, 0.071444, -3.426512], [1.124094, -0.735972, -2.275340], [1.315316, -2.119912, -2.614069], [1.244031, -3.164332, -1.390084], [2.502425, -3.263555, -0.686135], [2.477100, -2.048369, 0.554020], [1.487626, -2.318760, 1.840902], [1.159634, -0.882282, 2.280595], [0.445461, 0.050998, 1.416991], [1.164443, 1.049140, 0.925458], [2.429846, 1.566770, 1.166178], [2.997002, 2.552271, 0.473688], [2.405786, 3.141113, -0.352477], [1.075300, 3.159016, -0.437352], [0.390635, 1.952476, -0.036326], [-1.061414, 1.652262, -0.063227], [-1.664409, 2.332832, -0.927062], [-1.329637, 3.239363, -1.347034], [-2.562593, 2.328967, -1.211434], [-1.603464, 0.591194, 0.479219], [-0.890507, -0.315023, 1.182948], [-1.424648, -1.183469, 2.004056], [-2.959204, 0.308607, 0.071467], [-3.762076, 0.952498, -0.481248], [-3.358280, -0.819889, 0.221828], [-4.601521, -1.336974, 0.136271], [-5.380843, -0.809214, 0.537085], [-4.807051, -2.167636, 0.578299], [-4.895504, -1.460539, -0.825570], [0.546814, 3.710378, -1.045170], [2.876796, 4.288758, -0.737556], [4.118872, 2.607720, 0.634202], [3.119751, 0.753607, 1.776828], [2.015900, -0.548561, 2.845464], [0.430786, -1.229457, 3.190893], [0.698096, -2.451077, 1.356610], [2.054582, -2.866825, 2.225959], [2.285386, -1.002496, 0.278300], [3.537324, -1.834468, 0.895767], [2.474354, -3.910071, 0.086119], [3.407916, -3.062201, -1.051811], [0.923223, -4.083081, -1.485774], [0.230092, -2.949049, -0.701675], [0.268491, -2.667272, -3.187254], [1.963979, -2.286449, -3.244134], [0.344156, -0.680514, -1.530183], [1.976717, -0.416097, -1.826290], [0.625884, 0.981668, -3.230611], [-0.345508, -0.179268, -4.008036], [1.202943, 0.024854, -4.239969]], "atomic_forces_ev_per_a": [[-3.0, -6.5, -1.4], [-3.7, -0.2, -0.5], [-11.0, -4.9, 5.1], [-1.2, 5.4, 0.3], [-2.7, 5.2, 5.3], [1.2, 0.7, -0.3], [-0.1, 12.2, -8.1], [-1.5, -2.8, 5.8], [1.9, -4.1, 1.8], [-2.2, 5.4, -4.2], [0.8, -7.6, 4.0], [11.6, -7.7, 9.9], [-4.5, 15.3, -11.3], [-2.6, -7.0, 1.3], [2.0, -0.2, 4.0], [5.3, 1.1, -0.9], [0.4, 6.9, -4.5], [0.6, -1.7, 1.1], [-3.9, -1.4, -0.1], [-2.7, -1.0, -0.8], [-0.5, -2.9, 6.8], [2.2, 2.1, -3.6], [1.0, 1.6, 0.2], [-3.0, 7.2, -3.1], [2.0, -10.2, 4.0], [-0.1, 3.7, -1.9], [-1.6, 2.8, 1.2], [0.6, -5.8, 3.0], [-0.6, -0.3, -3.4], [-2.3, 3.6, -3.0], [-0.9, -3.6, 0.5], [-1.4, 0.4, -0.2], [-1.5, 2.7, -1.3], [0.2, 1.3, -0.4], [1.2, 1.8, -2.0], [-7.0, -3.5, -3.3], [7.0, -8.6, 7.6], [-0.5, -0.6, -1.1], [-0.7, -1.0, 0.1], [0.4, -3.6, 1.6], [3.2, 0.1, -2.3], [-1.4, -5.0, -2.6], [2.8, 0.7, -1.1], [2.6, 2.3, 1.0], [7.1, -1.9, -6.0], [-0.2, 0.0, 0.6], [2.6, 1.7, 1.0], [-0.5, 8.4, 2.1], [1.0, -0.1, 2.0], [3.3, -0.5, -3.3]]}

[3]
{"formula": "C19H26N2O3S", "method": "ωB97M-V/def2-TZVPD", "e_lumo_ev": -0.38, "e_above_lowest_kcal_mol": 431.51, "spin_multiplicity": 1, "symbols": ["C", "H", "O", "C", "C", "C", "C", "C", "C", "H", "H", "C", "O", "C", "C", "H", "H", "C", "N", "C", "N", "H", "C", "H", "H", "C", "C", "H", "C", "H", "C", "H", "O", "H", "H", "H", "H", "S", "C", "C", "H", "H", "H", "H", "H", "H", "H", "H", "H", "H", "H"], "positions_angstrom": [[-8.391756, -0.136618, 1.409628], [-8.338748, 0.909969, 1.039494], [-7.594640, -0.806517, 0.332355], [-6.404055, -0.641230, 0.069780], [-5.813251, -1.582609, -1.025207], [-4.579773, -1.278923, -1.154404], [-3.867077, -0.300283, -0.433682], [-4.424897, 0.636100, 0.240879], [-5.775987, 0.426119, 0.617974], [-6.130902, 0.981539, 1.459725], [-3.925310, 1.600516, 0.889590], [-2.474839, 0.076423, -1.123131], [-1.802631, -1.036134, -1.826397], [-1.582602, 1.285573, -0.472613], [-1.027376, 0.805784, 0.737103], [-1.774728, 0.137812, 1.533691], [-0.826173, 1.559157, 1.515348], [0.280350, 0.049642, 0.774471], [1.394622, 1.117952, 0.053040], [2.586772, 0.969426, 0.466769], [3.020912, -0.198322, 0.884834], [2.360234, -0.916765, 1.125676], [4.442894, -0.317444, 1.363172], [4.444848, -0.772391, 2.502409], [4.971194, 0.694934, 1.020112], [5.208324, -1.423489, 0.353170], [5.356226, -1.062662, -1.056975], [4.804347, -1.257141, -1.833204], [6.774379, -1.059856, -1.164841], [7.312224, -0.235282, -1.767943], [7.387697, -0.970813, 0.107778], [8.289950, -1.640596, 0.138641], [6.427346, -1.766562, 0.894125], [7.461481, -0.196851, 0.550048], [7.046207, -2.025096, -1.786192], [5.095815, 0.373658, -1.046341], [4.549446, -2.358488, 0.176070], [3.634773, 2.184823, 0.196624], [0.742362, 2.114396, -0.701979], [-0.579963, 1.696892, -1.373906], [-0.108151, 0.605549, -1.885113], [-0.935551, 2.406540, -1.931412], [0.414655, 2.908288, -0.082287], [1.494763, 2.226101, -1.392997], [0.565843, -0.164200, 1.603829], [0.328815, -0.842963, 0.041364], [-2.204097, 1.931944, -0.355326], [-3.907140, -1.952404, -1.910594], [-6.390866, -2.092000, -1.445812], [-8.112162, -0.164290, 2.362517], [-9.423816, -0.499226, 1.310155]], "atomic_forces_ev_per_a": [[-0.9, 1.5, -6.3], [-0.5, -0.3, 0.7], [-7.7, -2.8, 2.6], [3.6, -0.2, -2.6], [3.5, 10.7, 10.3], [6.0, -3.1, -3.3], [6.0, -0.4, -6.1], [-2.3, 5.4, 6.2], [2.7, 0.4, 0.1], [-0.7, 0.2, 0.0], [-1.0, -2.9, -2.5], [3.5, -8.1, -0.6], [-4.0, 7.6, 4.0], [2.1, -9.2, -3.2], [-0.3, -3.3, 7.7], [1.5, 1.4, -2.7], [-0.3, 0.7, -0.7], [-1.7, 2.8, -14.2], [-7.2, -4.8, 2.8], [2.2, 1.1, -1.1], [2.0, -1.6, 1.9], [0.2, -0.2, 0.0], [0.6, -2.2, -1.0], [0.3, 1.6, -2.9], [-1.2, -2.1, 1.8], [-4.9, -2.0, 2.3], [1.2, 9.5, 3.8], [-3.2, -2.1, -3.7], [4.3, -0.2, -7.1], [-1.3, -1.0, 0.2], [0.2, -13.2, -2.1], [-0.3, 1.3, 0.1], [0.5, 0.1, 0.3], [1.3, 10.6, 5.1], [0.1, 1.4, 1.5], [0.4, -3.8, -0.1], [0.6, 0.8, 1.6], [1.6, 3.0, -0.5], [-1.6, 0.1, 0.7], [7.2, -7.2, 0.1], [-2.1, 3.2, 0.3], [-1.3, 3.8, -4.1], [0.8, 1.7, 0.6], [1.2, 2.1, -2.1], [3.4, -2.3, 10.0], [-0.4, 1.2, 1.4], [-7.2, 7.9, 1.9], [-1.5, 2.0, 1.8], [-8.3, -8.2, -6.5], [2.0, -0.8, 3.8], [0.6, -0.1, -0.2]]}

[4]
{"formula": "C19H26N2O3S", "method": "ωB97M-V/def2-TZVPD", "e_lumo_ev": 0.62, "e_above_lowest_kcal_mol": 47.27, "spin_multiplicity": 1, "smiles": "CCCOc1ccc(C(=O)NC[C@@H](c2cccs2)N(C)C)cc1OC", "symbols": ["C", "H", "C", "C", "O", "C", "C", "C", "C", "C", "C", "O", "C", "H", "H", "H", "H", "C", "O", "N", "H", "C", "H", "H", "C", "C", "C", "C", "C", "S", "H", "H", "H", "N", "C", "H", "H", "H", "C", "H", "H", "H", "H", "H", "H", "H", "H", "H", "H", "H", "H"], "positions_angstrom": [[2.133564, 1.071457, 6.291410], [2.844822, 1.839781, 5.995798], [1.709788, 0.240101, 5.088250], [2.910042, -0.460869, 4.446850], [2.543507, -1.280189, 3.356998], [2.236030, -0.716182, 2.161855], [2.358479, 0.624903, 1.834547], [2.028555, 1.074961, 0.566725], [1.550348, 0.198671, -0.392593], [1.435909, -1.158624, -0.080394], [1.777738, -1.623087, 1.174757], [1.709546, -2.925237, 1.571107], [1.291126, -3.888166, 0.637909], [1.329408, -4.840935, 1.163575], [0.265265, -3.705424, 0.298584], [1.958290, -3.928314, -0.229787], [1.112908, -1.854276, -0.838840], [1.181945, 0.749965, -1.723219], [1.698249, 1.751940, -2.186142], [0.229785, 0.047052, -2.387173], [-0.282548, -0.664539, -1.889279], [-0.378210, 0.511894, -3.603943], [-0.330445, -0.279152, -4.362655], [0.201066, 1.366242, -3.954513], [-1.868721, 0.881318, -3.410229], [-2.579803, -0.368779, -2.988984], [-2.704563, -0.881876, -1.733071], [-3.358318, -2.135722, -1.711025], [-3.709870, -2.562170, -2.949004], [-3.258049, -1.437151, -4.170868], [-4.211085, -3.466833, -3.229342], [-3.555528, -2.689781, -0.810527], [-2.370494, -0.360182, -0.853767], [-2.080817, 1.921553, -2.410413], [-1.277436, 3.110506, -2.634523], [-0.221702, 2.891396, -2.503571], [-1.558355, 3.853855, -1.890528], [-1.437383, 3.542178, -3.634484], [-3.484941, 2.284340, -2.349444], [-3.630055, 2.985634, -1.529748], [-3.836532, 2.754671, -3.281577], [-4.090451, 1.400618, -2.159112], [-2.249699, 1.194448, -4.404422], [2.132559, 2.118048, 0.312579], [2.718335, 1.336710, 2.559729], [3.359815, -1.151383, 5.166198], [3.673268, 0.269793, 4.150715], [1.221878, 0.878227, 4.348869], [0.990151, -0.521454, 5.394200], [2.602725, 0.442743, 7.044598], [1.269906, 1.557323, 6.737923]], "atomic_forces_ev_per_a": [[-0.1, -0.1, -0.2], [0.1, 0.1, 0.0], [0.2, -0.1, -0.1], [-0.2, 0.3, 0.3], [-0.1, -0.1, -0.4], [0.0, -0.2, -0.1], [0.1, -0.2, 0.2], [-0.1, -0.1, -0.4], [0.3, 0.2, 0.4], [0.0, -0.1, 0.1], [0.0, -0.1, 0.2], [0.1, 0.4, 0.2], [-0.1, -0.1, -0.2], [0.0, 0.0, -0.1], [0.0, 0.0, 0.0], [0.0, 0.0, 0.0], [0.0, -0.1, 0.0], [-0.1, -0.2, -0.2], [0.1, 0.2, 0.1], [-0.2, -0.2, 0.0], [0.1, 0.1, 0.1], [0.0, 0.2, -0.2], [0.0, 0.2, 0.0], [0.0, -0.1, 0.0], [0.2, 0.0, 0.0], [-0.2, -0.3, -0.3], [0.0, 0.2, -0.2], [-0.1, -0.2, -0.1], [0.0, 0.1, -0.3], [0.1, 0.1, 0.6], [-0.1, -0.2, 0.0], [-0.1, -0.1, 0.1], [0.1, 0.2, 0.1], [0.0, -0.2, -0.1], [0.1, -0.1, 0.1], [0.0, 0.1, -0.1], [0.0, 0.1, 0.0], [0.0, 0.1, -0.1], [-0.1, 0.0, 0.1], [-0.1, 0.1, 0.0], [0.0, 0.0, 0.0], [-0.1, 0.1, 0.0], [0.1, 0.0, 0.1], [0.0, 0.1, 0.0], [0.0, 0.0, 0.1], [0.0, 0.1, -0.1], [0.0, -0.1, 0.0], [0.0, 0.0, 0.0], [0.0, 0.0, -0.1], [0.1, 0.0, 0.1], [0.0, 0.1, 0.1]]}

no.,HOMO (eV)
1,-7.8501
2,-8.4977
3,-7.2407
4,-8.1186